Entry 1:
A structure of composition C21H39BCl2CsF6N5O6P2 in a non-equilibrium geometry. Source: the OMol25 dataset; level of theory: ωB97M-V/def2-TZVPD.

Atoms and positions in Å:
1 C -3.902 1.978 -4.171
2 C -3.960 1.115 -2.868
3 B -2.491 0.834 -2.412
4 O -1.674 1.822 -1.945
5 C -1.854 -0.634 -2.575
6 C -1.039 -0.758 -3.881
7 C 0.359 -0.114 -3.856
8 C 0.913 0.092 -2.445
9 C 2.427 0.217 -2.393
10 C 3.210 0.368 -3.527
11 C 4.588 0.517 -3.384
12 N 5.226 0.500 -2.224
13 C 4.477 0.358 -1.136
14 C 3.098 0.229 -1.168
15 C 0.435 -1.054 -1.569
16 N -1.050 -1.095 -1.369
17 P -1.657 -0.323 0.232
18 C -1.636 -1.765 1.414
19 C -0.403 0.816 0.820
20 C -0.761 1.067 2.290
21 H -2.870 2.168 -4.485
22 H -4.386 1.476 -5.005
23 H -4.336 2.965 -4.020
24 H -4.519 1.638 -2.092
25 H -4.450 0.176 -3.127
26 H -2.175 2.609 -1.695
27 H -2.692 -1.327 -2.667
28 H -0.968 -1.819 -4.142
29 H -1.663 -0.313 -4.659
30 H 1.019 -0.760 -4.439
31 H 0.307 0.845 -4.373
32 H 0.497 1.032 -2.071
33 H 2.784 0.382 -4.521
34 H 5.196 0.655 -4.270
35 H 4.994 0.350 -0.183
36 H 2.557 0.145 -0.235
37 H 0.949 -1.123 -0.612
38 H 0.712 -1.971 -2.100
39 H -1.255 -2.073 -1.238
40 H -2.518 -1.698 2.049
41 H -0.723 -1.790 2.014
42 H -1.686 -2.734 0.909
43 H 0.637 0.495 0.738
44 H -0.490 1.733 0.238
45 H -0.348 0.306 2.953
46 H -1.845 1.153 2.405
47 H -0.307 2.008 2.598
48 N -4.091 2.841 2.933
49 O -3.475 2.552 1.875
50 O -4.665 3.934 3.034
51 O -4.114 2.015 3.865
52 C 5.230 -2.162 3.565
53 C 5.135 -0.904 2.712
54 C 3.765 -0.220 2.812
55 C 2.690 -1.097 2.359
56 N 1.847 -1.791 2.020
57 H 4.516 -2.920 3.238
58 H 6.226 -2.598 3.492
59 H 5.035 -1.941 4.615
60 H 5.341 -1.152 1.669
61 H 5.895 -0.187 3.025
62 H 3.736 0.687 2.203
63 H 3.548 0.068 3.843
64 C -1.832 -0.201 6.815
65 N -0.958 0.340 5.738
66 O 0.071 -0.266 5.473
67 O -1.341 1.342 5.193
68 H -1.373 -1.098 7.211
69 H -1.923 0.572 7.572
70 H -2.800 -0.402 6.366
71 Cs -1.199 -4.149 -0.496
72 C -5.182 6.895 4.232
73 Cl -5.929 8.377 3.599
74 Cl -3.670 7.238 5.084
75 H -5.871 6.436 4.929
76 H -4.974 6.221 3.410
77 F 2.058 -6.958 -4.905
78 P 1.964 -5.314 -4.906
79 F 0.530 -4.472 -5.141
80 F 2.663 -3.867 -5.310
81 F 1.185 -5.554 -3.428
82 F 1.906 -5.569 -6.524
83 F 3.330 -5.392 -3.977

Atoms 1-3, force components in eV/Å:
C 0.374 0.145 0.155
C 0.388 -0.071 -0.711
B -0.152 0.060 0.513

Properties
Energy: -3795.93348 a.u.
F_max: 4.075 eV/A
HOMO: -0.2778 Eh
Kohn-Sham gap: 5.61 eV



Entry 2:
A structure of composition C14H15NO6Pb. Source: the OMol25 dataset; level of theory: ωB97M-V/def2-TZVPD.

Atoms and positions in Å:
1 Pb 0.133 -2.006 -0.405
2 O -3.219 -2.562 2.077
3 C -2.688 -2.103 1.088
4 O -1.855 -2.728 0.307
5 C -3.005 -0.652 0.669
6 C -2.864 -0.411 -0.842
7 C -3.569 0.896 -1.230
8 C -2.601 1.954 -0.642
9 C -1.497 1.060 -0.057
10 O -1.472 -0.040 -0.995
11 C -2.003 0.406 1.242
12 C -0.818 -0.111 2.074
13 O -0.745 0.163 3.253
14 O 0.129 -0.738 1.419
15 H -4.017 -0.444 1.007
16 H -3.090 -1.272 -1.464
17 H -3.639 0.980 -2.313
18 H -4.573 0.954 -0.815
19 H -2.198 2.608 -1.415
20 H -3.060 2.568 0.130
21 H -0.509 1.507 0.026
22 H -2.522 1.118 1.877
23 O 2.087 -2.135 1.299
24 C 3.370 -1.721 0.882
25 C 3.350 -0.561 -0.087
26 C 4.494 0.197 -0.310
27 C 4.421 1.277 -1.170
28 C 3.207 1.584 -1.770
29 C 2.127 0.761 -1.510
30 N 2.204 -0.298 -0.704
31 H 1.629 -1.425 1.790
32 H 3.830 -2.584 0.395
33 H 3.993 -1.453 1.740
34 H 5.419 -0.052 0.194
35 H 5.297 1.883 -1.361
36 H 3.097 2.441 -2.418
37 H 1.156 0.941 -1.961

Atoms 1-3, force components in eV/Å:
Pb -0.360 -0.118 -0.063
O 0.058 0.010 -0.132
C -0.132 0.236 0.143

Properties
Energy: -1241.59751 a.u.
F_max: 0.981 eV/A
HOMO: -0.3232 Eh
Kohn-Sham gap: 8.90 eV



Entry 3:
A structure of composition C6H10N in a non-equilibrium geometry. Source: the OMol25 dataset; level of theory: ωB97M-V/def2-TZVPD.

Atoms and positions in Å:
1 C -0.868 -0.073 0.947
2 C -0.224 0.976 1.518
3 C 1.268 1.079 1.788
4 C 0.890 1.056 0.364
5 C -1.072 0.191 -1.396
6 C 0.342 -1.680 -0.605
7 N -0.157 -0.326 -0.341
8 H -1.782 -0.481 1.052
9 H 1.429 2.114 2.064
10 H 1.849 0.420 2.403
11 H 1.010 1.720 -0.435
12 H -0.536 0.356 -2.421
13 H -1.978 -0.436 -1.579
14 H -1.694 1.090 -1.178
15 H -0.479 -2.408 -0.565
16 H 0.865 -1.521 -1.631
17 H 1.138 -2.077 0.017

Atoms 1-3, force components in eV/Å:
C 3.173 2.213 -0.656
C 0.845 -1.603 -0.879
C -1.102 1.008 -0.445

Properties
Energy: -288.86608 a.u.
F_max: 3.924 eV/A
HOMO (alpha / beta): -0.5025 / -0.5024 Eh
Kohn-Sham gap (alpha / beta): 8.67 / 8.67 eV
Net charge: +1
Relative energy (zero: lowest compared OMol25 entry of this formula, charge and spin): 569.4 kJ/mol



Entry 4:
A structure of composition C60H137F12N9O22P2Zr in a non-equilibrium geometry. Source: the OMol25 dataset; level of theory: ωB97M-V/def2-TZVPD.

Atoms and positions in Å:
1 Zr 7.113 -26.062 3.458
2 P 7.249 -29.774 2.721
3 F 6.029 -29.232 1.646
4 F 8.291 -29.591 1.522
5 F 7.493 -28.174 3.111
6 F 8.493 -30.170 3.747
7 F 6.207 -29.810 3.941
8 F 6.970 -31.340 2.373
9 P 8.178 -26.070 -0.064
10 F 8.035 -25.472 -1.610
11 F 9.453 -25.188 0.223
12 F 7.343 -24.764 0.361
13 F 8.017 -26.492 1.516
14 F 6.895 -26.998 -0.288
15 F 9.048 -27.392 -0.550
16 C 3.206 -28.158 3.551
17 C 2.174 -28.023 2.694
18 C 2.201 -27.168 1.464
19 O 1.271 -27.107 0.563
20 C 3.313 -26.385 1.215
21 C 4.487 -26.470 2.075
22 C 4.401 -27.377 3.331
23 O 5.409 -27.191 4.071
24 O 5.587 -25.883 1.984
25 O 1.114 -28.666 3.085
26 H 3.207 -28.732 4.466
27 H 3.359 -25.803 0.307
28 C -2.397 -35.402 1.457
29 O -1.558 -34.514 2.112
30 C -0.497 -35.260 2.748
31 C 0.613 -34.314 3.220
32 N 0.102 -33.040 3.683
33 C 1.229 -32.071 3.797
34 C 2.035 -32.373 5.057
35 O 1.146 -32.757 6.038
36 C 1.715 -33.029 7.332
37 H -3.374 -34.984 1.215
38 H -2.717 -36.239 2.078
39 H -1.953 -35.886 0.587
40 H -0.087 -36.098 2.185
41 H -0.799 -35.844 3.617
42 H 1.335 -34.225 2.408
43 H 1.135 -34.802 4.043
44 H 0.197 -33.201 4.675
45 H 0.986 -31.013 3.693
46 H 1.916 -32.253 2.970
47 H 2.362 -31.402 5.428
48 H 2.912 -32.976 4.819
49 H 2.582 -33.684 7.424
50 H 0.883 -33.531 7.826
51 H 1.918 -32.191 7.998
52 C -0.620 -27.140 -5.131
53 O -1.408 -26.719 -4.057
54 C -1.549 -27.456 -2.904
55 C -2.340 -26.736 -1.806
56 N -1.899 -27.147 -0.471
57 C -2.479 -26.331 0.560
58 C -3.997 -26.425 0.764
59 O -4.527 -27.565 1.359
60 C -5.774 -27.371 1.874
61 H 0.453 -27.188 -4.943
62 H -0.719 -26.585 -6.064
63 H -0.918 -28.138 -5.451
64 H -0.510 -27.684 -2.665
65 H -2.105 -28.343 -3.208
66 H -3.364 -27.039 -2.023
67 H -2.216 -25.657 -1.898
68 H -0.903 -26.984 -0.452
69 H -2.176 -25.308 0.334
70 H -1.989 -26.702 1.460
71 H -4.549 -26.294 -0.167
72 H -4.194 -25.548 1.381
73 H -6.448 -27.005 1.099
74 H -5.839 -26.728 2.751
75 H -6.293 -28.284 2.165
76 C 3.670 -27.705 8.833
77 O 2.980 -28.587 7.979
78 C 1.858 -28.135 7.237
79 C 0.566 -28.005 8.098
80 N 0.379 -29.218 8.873
81 C -0.911 -29.122 9.580
82 C -0.971 -30.294 10.589
83 O -0.245 -29.921 11.750
84 C 0.085 -30.903 12.626
85 H 2.940 -27.299 9.534
86 H 4.039 -26.964 8.124
87 H 4.520 -28.164 9.338
88 H 1.703 -28.934 6.511
89 H 2.015 -27.280 6.579
90 H -0.297 -27.947 7.435
91 H 0.600 -27.026 8.575
92 H 1.174 -29.401 9.467
93 H -1.838 -29.197 9.011
94 H -1.075 -28.169 10.082
95 H -0.489 -31.130 10.082
96 H -1.950 -30.513 11.014
97 H 0.631 -30.459 13.458
98 H 0.622 -31.681 12.083
99 H -0.817 -31.372 13.019
100 C 8.328 -28.144 5.979
101 O 7.507 -27.044 5.555
102 C 6.615 -26.624 6.622
103 C 5.771 -25.403 6.223
104 N 6.473 -24.708 5.116
105 C 5.552 -23.624 4.660
106 C 6.037 -23.027 3.362
107 O 7.102 -23.856 2.799
108 C 8.161 -23.021 2.313
109 H 7.784 -29.083 5.877
110 H 8.882 -28.047 6.913
111 H 9.034 -28.321 5.167
112 H 7.300 -26.225 7.370
113 H 6.092 -27.527 6.938
114 H 5.637 -24.739 7.077
115 H 4.752 -25.754 6.057
116 H 7.046 -24.074 5.654
117 H 5.489 -22.845 5.419
118 H 4.562 -24.029 4.450
119 H 6.345 -21.988 3.477
120 H 5.285 -22.998 2.574
121 H 8.969 -23.560 1.819
122 H 8.601 -22.400 3.093
123 H 7.806 -22.304 1.573
124 C -5.699 -34.247 1.923
125 O -4.569 -34.023 2.792
126 C -4.765 -34.738 3.969
127 C -3.451 -34.942 4.654
128 N -2.574 -33.768 4.699
129 C -3.041 -32.972 5.883
130 C -2.056 -31.905 6.270
131 O -1.597 -31.192 5.106
132 C -0.822 -30.084 5.598
133 H -5.813 -35.296 1.654
134 H -5.514 -33.876 0.915
135 H -6.607 -33.764 2.284
136 H -5.052 -35.776 3.803
137 H -5.613 -34.328 4.518
138 H -2.873 -35.750 4.203
139 H -3.665 -35.371 5.633
140 H -1.870 -34.206 5.276
141 H -2.999 -33.721 6.674
142 H -4.079 -32.638 5.877
143 H -1.316 -32.443 6.862
144 H -2.613 -31.192 6.878
145 H -0.367 -29.526 4.779
146 H 0.038 -30.373 6.201
147 H -1.505 -29.361 6.044
148 C 0.869 -23.558 0.720
149 O 1.406 -22.323 1.192
150 C 2.150 -22.590 2.346
151 C 2.612 -21.269 2.871
152 N 3.243 -21.444 4.156
153 C 3.452 -20.083 4.729
154 C 4.378 -19.101 3.881
155 O 5.656 -19.648 3.957
156 C 6.650 -18.918 3.348
157 H 0.504 -23.488 -0.305
158 H 0.078 -24.017 1.312
159 H 1.590 -24.369 0.615
160 H 3.020 -23.216 2.143
161 H 1.714 -23.200 3.137
162 H 1.760 -20.592 2.940
163 H 3.295 -20.765 2.187
164 H 2.777 -22.112 4.753
165 H 3.792 -20.195 5.759
166 H 2.455 -19.644 4.768
167 H 4.397 -18.134 4.384
168 H 4.037 -18.947 2.858
169 H 6.283 -18.674 2.351
170 H 7.487 -19.584 3.139
171 H 7.017 -17.997 3.801
172 C 5.950 -33.253 -2.451
173 O 4.936 -32.504 -1.803
174 C 5.366 -31.775 -0.603
175 C 4.119 -31.466 0.278
176 N 3.080 -31.116 -0.703
177 C 3.078 -29.724 -1.150
178 C 2.138 -29.574 -2.330
179 O 2.421 -30.486 -3.405
180 C 1.367 -30.728 -4.321
181 H 6.722 -32.570 -2.805
182 H 5.447 -33.603 -3.353
183 H 6.339 -34.156 -1.982
184 H 5.905 -30.855 -0.830
185 H 6.153 -32.353 -0.118
186 H 4.350 -30.652 0.966
187 H 3.988 -32.421 0.786
188 H 3.434 -31.566 -1.535
189 H 4.091 -29.484 -1.470
190 H 2.772 -28.987 -0.407
191 H 2.045 -28.524 -2.609
192 H 1.133 -29.787 -1.966
193 H 1.172 -29.908 -5.013
194 H 0.383 -30.918 -3.893
195 H 1.714 -31.495 -5.013
196 C 8.148 -24.039 -7.094
197 O 6.978 -23.867 -6.279
198 C 6.916 -24.913 -5.311
199 C 5.803 -24.835 -4.321
200 N 5.893 -25.958 -3.353
201 C 4.900 -25.932 -2.218
202 C 3.416 -25.940 -2.624
203 O 3.107 -24.521 -2.971
204 C 1.745 -24.208 -3.156
205 H 8.320 -23.096 -7.614
206 H 7.982 -24.746 -7.907
207 H 9.056 -24.391 -6.605
208 H 7.818 -24.823 -4.707
209 H 6.927 -25.919 -5.731
210 H 4.846 -24.916 -4.837
211 H 5.803 -23.856 -3.843
212 H 6.831 -26.009 -2.983
213 H 5.236 -25.112 -1.583
214 H 5.173 -26.794 -1.609
215 H 2.828 -26.250 -1.761
216 H 3.258 -26.614 -3.466
217 H 1.089 -24.520 -2.344
218 H 1.316 -24.678 -4.041
219 H 1.567 -23.136 -3.243
220 C -5.080 -31.149 3.940
221 O -3.685 -31.006 3.474
222 C -3.393 -29.592 3.650
223 C -2.344 -29.229 2.596
224 N -1.342 -30.288 2.415
225 C -0.836 -30.163 1.090
226 C 0.337 -31.171 0.856
227 O -0.182 -32.446 1.100
228 C 0.521 -33.347 0.177
229 H -5.511 -32.102 3.634
230 H -5.687 -30.306 3.609
231 H -4.966 -31.023 5.017
232 H -3.009 -29.348 4.640
233 H -4.228 -28.900 3.534
234 H -1.914 -28.260 2.849
235 H -2.889 -29.003 1.679
236 H -0.624 -29.681 2.783
237 H -0.428 -29.163 0.941
238 H -1.549 -30.086 0.269
239 H 1.289 -30.915 1.321
240 H 0.595 -30.992 -0.187
241 H 1.571 -33.364 0.471
242 H 0.485 -33.159 -0.896
243 H 0.278 -34.405 0.273

Atoms 1-3, force components in eV/Å:
Zr -3.719 -2.786 -2.510
P -1.041 -3.305 -2.154
F 1.490 -0.597 1.932

Properties
Energy: -6444.18383 a.u.
F_max: 7.942 eV/A
HOMO: -0.2485 Eh
Kohn-Sham gap: 3.89 eV